Entry 1:
A 3-piece molecular cluster, C17H18BF7O12S overall at a distorted geometry, computed with ωB97M-V/def2-TZVPD.

The calculation puts the LUMO energy at -0.104 Ha. As for the gap between HOMO and LUMO: 7.86 eV. Its SMILES is CCB(O)C1=C(S(=O)(=O)C(F)(F)C(F)(F)C(F)(F)F)C(=O)OC1=O.C[C@@H]1COC(=O)O1.C[C@@H]1COC(=O)O1.

Geometry as XYZ:
```
56
C17H18BF7O12S | the Open Molecules 2025 dataset | ωB97M-V/def2-TZVPD
S -2.4810 3.7307 -0.3854
F -3.1203 -1.0197 -1.7495
F -3.8524 -0.3326 -3.9133
F -5.3539 -0.0464 -2.0715
F -4.1052 2.4629 -3.0891
F -2.5139 1.0776 0.2196
F -4.6336 2.0941 -0.1892
F -1.9156 1.4819 -2.9038
O -3.5873 4.8367 -0.5800
O -2.0145 3.8232 1.1134
O -1.3287 -3.1602 -0.4161
O 2.2376 4.3649 -3.3774
O -2.0045 6.3400 -2.7115
O 2.5517 1.8369 2.3315
O -1.7260 -4.8434 1.0312
O 2.8370 0.5858 4.2284
O 0.2826 -3.7409 1.1043
O 0.4351 5.7968 -2.8937
O 4.3363 0.4149 2.5525
O 0.4223 1.6125 0.3975
C -0.9580 5.5456 -2.3955
C 1.0925 4.4879 -2.7003
C 0.3072 3.4938 -1.6597
C -3.2061 2.0290 -0.6800
C 3.6139 -0.5721 4.4656
C -3.6922 -5.8496 0.0390
C -2.4572 -3.8714 -0.8863
C 5.5416 -1.5782 3.2140
C -3.9219 0.0354 -2.4495
C 3.0298 0.4246 -1.0248
C 4.8493 -0.3063 3.6621
C -0.8236 -3.9006 0.6203
C 1.8415 1.1471 -1.8929
C -1.0059 4.1637 -1.4555
C -2.9393 -4.5705 0.3471
C -3.2743 1.5625 -2.2504
C 3.1860 1.0219 2.9773
B 0.8008 2.0690 -0.9546
H -3.2052 -3.1912 -1.3024
H 2.7068 -0.7011 -0.8688
H 2.3881 1.8534 -2.6837
H 5.8665 -2.1725 4.0737
H -3.9939 -6.3517 0.9637
H -2.1245 -4.5599 -1.6727
H 4.8765 -2.1904 2.5946
H 3.8248 -0.6925 5.5316
H 4.0303 0.3862 -1.6746
H -3.5479 -3.9120 0.9781
H 6.4157 -1.3448 2.5978
H 5.5525 0.3428 4.1972
H 3.2232 1.0100 -0.0302
H 0.8953 2.1553 1.1021
H 1.2403 0.3652 -2.5277
H -3.0586 -6.5564 -0.5086
H -4.5867 -5.6450 -0.5575
H 3.0471 -1.4426 4.1137
```

=====

Entry 2:
A 5-piece molecular cluster, C38H76N2O13P2S overall at a distorted geometry, computed with ωB97M-V/def2-TZVPD.

The calculation puts the LUMO energy at 0.011 Ha. As for the gap between HOMO and LUMO: 9.30 eV. Its SMILES is CCCCCCCCCCCCCCCC[C@@]1(N(C(C)=O)C(C)=O)OS(=O)(=O)O[C@@]1(N)PP(=O)(O)O.C1CCOC1.C1CCOC1.C1CCOC1.C1CCOC1.

Geometry as XYZ:
```
132
C38H76N2O13P2S | the Open Molecules 2025 dataset | ωB97M-V/def2-TZVPD
S 1.6578 -0.9041 -0.2265
P 1.1500 0.1365 -4.2138
P -1.0069 0.3547 -3.9467
O 3.7150 -1.9617 -5.0474
O 3.1089 -0.8812 -0.8717
O 1.6215 0.1005 0.7731
O -1.5970 0.0863 -2.6309
O -0.9952 -6.5200 2.7998
O 5.2643 -2.3894 -1.0880
O -1.3131 1.8081 -4.5548
O -2.5491 4.3414 4.1583
O 2.8476 -8.5739 0.4440
O 1.2846 -2.2434 0.0595
O -1.5226 -0.5986 -5.1177
O 0.9284 -0.3525 -1.5154
O -5.5695 0.8917 0.7164
N 1.0676 -2.2082 -2.9013
N 3.7094 -2.1450 -2.7982
C 1.5748 -0.8695 -2.7041
C -2.0990 3.1624 -1.0494
C -5.5325 6.0029 -0.6830
C 2.4020 3.9216 2.1892
C -3.3091 4.0950 -0.8304
C 3.7116 -10.7263 0.8907
C -1.2163 2.6508 1.3077
C 4.4854 -2.9066 -1.8222
C 0.1927 3.1737 1.0226
C 4.3815 -2.0312 -4.0659
C -6.9506 -0.2361 -0.8278
C 2.5764 -9.9590 0.2247
C -2.8111 4.2268 5.5560
C 5.8855 -2.0196 -4.1290
C -0.9834 -5.1356 2.4359
C -4.7142 5.1963 4.5425
C -3.9365 5.2095 5.8584
C 3.4892 1.6429 -1.9781
C -4.2174 6.4970 -1.2950
C -1.9504 2.1283 0.0699
C 3.8838 0.3650 -2.7322
C 0.1811 -7.1607 2.3056
C 3.8825 -8.4282 1.4172
C 3.1283 -0.8809 -2.2939
C 0.4221 -4.8368 1.9328
C 4.2013 -4.3765 -1.8593
C -3.5864 5.0869 3.5238
C 4.4357 4.1637 0.5717
C -5.6507 -0.3185 -0.0362
C 4.0642 -9.8001 2.0538
C 1.1315 3.0355 2.2229
C 2.9116 4.2568 0.7746
C 4.4740 2.0892 -0.8805
C 0.8231 -6.1830 1.3328
C 4.7307 3.6076 -0.8265
C -6.5347 1.8299 0.2459
C -2.9971 5.5748 -1.0756
C -7.0654 1.2692 -1.0680
H 2.1994 4.8461 2.7378
H 3.1929 3.4027 2.7405
H 3.4155 -11.7272 1.2009
H -5.3340 6.0787 4.3889
H -1.8931 4.4410 6.1045
H -6.0538 2.8036 0.1321
H 0.8506 -7.3742 3.1484
H -4.7847 -0.3816 -0.7044
H -1.1865 3.7602 -1.1477
H -6.2650 6.8126 -0.6537
H 4.0437 4.1101 -1.5180
H -6.4173 1.5669 -1.8957
H -3.6795 3.9573 0.1916
H 0.1648 4.2104 0.6698
H -2.2334 2.6301 -1.9985
H 3.4102 2.4456 -2.7204
H -5.6165 -1.1630 0.6526
H -3.8825 4.5692 2.6090
H 4.0482 1.7905 0.0826
H 4.7995 -8.0982 0.9164
H -3.1149 3.1982 5.7782
H -2.3746 5.9627 -0.2621
H 1.0783 -4.5895 2.7711
H -4.3462 6.6696 -2.3670
H -8.0777 1.6047 -1.2891
H 1.8965 -6.3270 1.2449
H 3.3532 -9.9356 2.8714
H 2.5083 -10.1375 -0.8490
H -5.3558 4.3142 4.4933
H -3.2008 6.0764 3.2520
H -1.1468 1.8284 2.0293
H 3.4510 -4.6100 -1.1000
H -2.4786 -0.7387 -5.0258
H -4.5303 4.9139 6.7221
H -1.4020 1.2570 -0.3094
H 3.7444 0.5163 -3.8073
H 1.4094 1.9836 2.3451
H -3.5313 6.2059 6.0469
H -2.9406 1.7667 0.3688
H 0.0908 -2.2356 -2.6222
H 4.9139 5.1404 0.6833
H 4.8693 3.4876 1.3166
H -7.3345 1.9229 0.9893
H 1.5629 1.4413 -3.8726
H 6.3587 -1.8191 -3.1712
H -1.7272 -4.9725 1.6480
H 0.4593 -4.0177 1.2214
H 5.7571 3.8418 -1.1179
H 0.5919 2.5834 0.1852
H -1.8096 3.4225 1.8130
H 3.8223 -4.6750 -2.8371
H 2.6165 5.2805 0.5276
H 5.0686 -9.9500 2.4468
H 5.4198 1.5507 -0.9804
H 6.1682 -1.2492 -4.8475
H 2.4508 3.5810 0.0513
H -6.9209 -0.8251 -1.7434
H -0.9762 2.5021 -3.9676
H -5.9664 5.1685 -1.2370
H 4.5606 -10.8166 0.2099
H -1.2675 -4.5407 3.3046
H -0.0992 -8.1077 1.8420
H -4.1213 3.7979 -1.5035
H 1.6111 -10.2085 0.6786
H 1.1716 -2.5267 -3.8575
H 0.5602 3.2949 3.1226
H 2.4913 1.5486 -1.5394
H -5.3773 5.6773 0.3508
H 6.2311 -2.9894 -4.4967
H -3.9991 7.4694 -0.8438
H 3.5873 -7.6606 2.1348
H 5.1246 -4.9208 -1.6530
H 0.3866 -6.2960 0.3378
H 4.9490 0.1680 -2.5848
H -7.7892 -0.5868 -0.2226
H -2.3709 5.6207 -1.9752
```

=====

Entry 3:
An isolated ion of composition CH2N4P and charge -1 at a distorted geometry, computed with ωB97M-V/def2-TZVPD.

Its net charge is -1. The calculation puts the LUMO energy at 0.165 Ha. The value obtained for the energy above the lowest of the compared OMol25 structures with the same formula, charge and spin is 29.6 kcal/mol. As for the gap between HOMO and LUMO: 8.17 eV. Its SMILES is N#C[PH2]=NN=[N-].

Geometry as XYZ:
```
8
CH2N4P | the Open Molecules 2025 dataset | ωB97M-V/def2-TZVPD
P -0.3739 -0.1790 0.3834
N 2.3475 0.0579 -0.0021
N 3.3663 -0.3980 -0.2458
N 1.3790 0.5864 0.4117
N -3.2604 -0.4249 -0.3252
C -2.1739 -0.5655 0.0512
H -0.2584 -0.1747 -0.9211
H -1.0262 1.0980 0.6479
```

=====

Entry 4:
A 2-piece molecular cluster, C6H15BO overall at a distorted geometry, computed with ωB97M-V/def2-TZVPD.

The calculation puts the LUMO energy at 0.022 Ha. The value obtained for the energy above the lowest of the compared OMol25 structures with the same formula, charge and spin is 43.9 kcal/mol. As for the gap between HOMO and LUMO: 9.71 eV. Its SMILES is C=C(C)C.CB(C)O.

Geometry as XYZ:
```
23
C6H15BO | the Open Molecules 2025 dataset | ωB97M-V/def2-TZVPD
O -2.5683 1.0651 1.9440
C 1.7858 0.4820 0.7923
C 2.0646 -0.1125 -0.5553
C 3.0323 -1.1940 -0.4788
C -1.2789 -0.7895 0.5320
C 1.7096 0.3783 -1.7174
C -3.3948 0.5589 -0.2466
B -2.3307 0.2334 0.8568
H 1.7454 -0.2097 -2.6036
H -1.1417 -0.7469 -0.5023
H 3.7291 -1.1523 -1.4366
H 0.6888 0.8286 0.7722
H -0.2049 -0.3779 1.0613
H 3.6212 -1.0553 0.3470
H -3.4367 1.5402 1.7594
H 1.1486 1.2865 -1.7551
H -3.1161 0.3626 -1.3052
H -4.4166 0.3329 -0.2371
H 1.9235 -0.2969 1.5732
H -3.3868 1.6493 -0.0123
H 2.7752 -2.2245 -0.6025
H -1.5663 -1.7567 0.8511
H 2.6177 1.1983 0.9633
```

=====

Entry 5:
C4H6O2 as an isolated structure at a distorted geometry, computed with ωB97M-V/def2-TZVPD.

The calculation puts the LUMO energy at 0.029 Ha. The value obtained for the energy above the lowest of the compared OMol25 structures with the same formula, charge and spin is 26.3 kcal/mol. As for the gap between HOMO and LUMO: 11.22 eV.

Geometry as XYZ:
```
12
C4H6O2 | the Open Molecules 2025 dataset | ωB97M-V/def2-TZVPD
O -1.1308 -1.6645 -1.4999
O -1.8631 0.3108 -0.4387
C -0.0116 -0.2374 0.2725
C -0.9643 -0.7350 -0.7707
C 1.4839 -0.3079 0.0928
C -0.8428 1.0353 0.2551
H 1.8052 -1.3387 -0.0659
H -0.5868 -0.7380 1.1005
H 1.8108 0.2766 -0.7788
H 1.9874 0.0892 0.9714
H -1.1897 1.4378 1.2013
H -0.4981 1.8717 -0.3397
```

=====

Entry 6:
C32H53FN3O3PPtSi as an isolated structure at a distorted geometry, computed with ωB97M-V/def2-TZVPD.

Its net charge is -2. The calculation puts the LUMO energy at 0.164 Ha. The value obtained for the energy above the lowest of the compared OMol25 structures with the same formula, charge and spin is 1.6 kcal/mol. As for the gap between HOMO and LUMO: 5.50 eV.

Geometry as XYZ:
```
95
C32H53FN3O3PPtSi | the Open Molecules 2025 dataset | ωB97M-V/def2-TZVPD
Pt 0.0806 1.2471 -0.0577
P 0.0886 -2.2749 -0.0391
Si -4.8973 1.3258 -0.1896
F -4.5422 6.3713 -1.5780
O 2.2155 1.3141 2.1845
O 6.0018 2.8124 -0.0437
O 2.3046 1.7414 -2.3330
N 4.1342 2.2372 -1.1343
N 2.1636 1.4726 -0.0701
N 0.2336 -0.7842 0.1540
C 0.0217 3.3352 -0.2665
C 2.6477 -2.3603 1.0759
C -1.2140 4.0833 -0.5918
C -1.6464 4.2017 -1.9172
C 1.9602 -2.5938 -2.0605
C -5.4359 1.9467 -1.8980
C -0.2521 -1.8235 -2.7774
C 1.6565 -4.6535 0.8032
C 0.8150 -3.0504 2.5365
C 4.9142 0.1135 1.2439
C 4.2537 3.7281 2.5378
C -1.8761 1.1916 -0.0727
C 4.9225 -0.6382 -0.0855
C -5.5444 2.5156 1.1376
C 4.7631 2.2899 2.4635
C -3.0829 5.4990 0.0711
C 4.9081 2.2737 -0.0214
C -1.9598 4.7402 0.3894
C -1.7314 -4.5148 0.5816
C 2.8102 1.4559 1.1259
C 4.3435 1.5587 1.1785
C -3.1041 1.1508 -0.1075
C -2.7605 4.9605 -2.2573
C -5.8256 -0.3111 0.1113
C 0.4606 -2.8315 -1.8642
C -3.4507 5.6012 -1.2517
C 2.8044 1.7919 -1.2255
C -2.1386 -2.2792 1.6599
C -1.6450 -2.9980 0.3981
C 1.3575 -3.1857 1.1091
C -2.5831 -2.5791 -0.7391
C 0.1253 -4.2661 -2.2726
H 0.2702 -1.7590 -3.7391
H -1.8470 -1.2294 1.6218
H -5.1034 2.9773 -2.0406
H -4.9612 1.3440 -2.6761
H 0.7552 3.5213 -1.0605
H 2.2075 -2.6178 -3.1285
H 3.1649 3.7443 2.4801
H 2.1970 -4.7634 -0.1388
H -3.2318 -2.3192 1.6947
H 3.2312 -2.5263 0.1702
H -1.7591 -2.7280 2.5776
H 4.3040 -0.4288 1.9681
H 3.2776 -2.6262 1.9349
H 5.9323 0.1704 1.6383
H 2.2171 -1.6066 -1.6744
H -0.0067 -3.7371 2.7403
H 3.9289 -0.6404 -0.5333
H -1.6534 4.6520 1.4249
H -1.2860 -2.0978 -2.9815
H 1.6130 -3.2669 3.2570
H -5.2579 3.5409 0.8961
H -5.6357 -0.6680 1.1265
H -3.0781 5.0626 -3.2878
H -2.3883 -3.1319 -1.6583
H 4.5564 4.1937 3.4782
H 5.2303 -1.6755 0.0587
H -0.2350 -0.8297 -2.3195
H -6.9079 -0.1984 -0.0081
H 4.5302 2.6196 -1.9785
H -1.1912 -4.8520 1.4677
H 2.2924 -5.0700 1.5954
H 0.7494 -5.2585 0.7510
H 2.3898 -1.3005 1.1450
H 5.8543 2.2832 2.5138
H 4.3642 1.7190 3.3018
H 0.4958 -4.4464 -3.2904
H -3.6173 -2.7858 -0.4444
H -5.0933 2.2651 2.1005
H -6.5193 1.9088 -2.0478
H 0.4350 3.6989 0.6843
H -1.3437 -5.0528 -0.2862
H 5.6115 -0.1725 -0.7930
H -2.4915 -1.5058 -0.9193
H 0.5959 -4.9980 -1.6118
H -1.1016 3.6704 -2.6882
H -5.4893 -1.0827 -0.5838
H 4.6628 4.3182 1.7164
H 2.5715 -3.3502 -1.5654
H -2.7837 -4.7991 0.7103
H -0.9501 -4.4481 -2.2815
H -3.6540 6.0140 0.8338
H 0.4838 -2.0226 2.6955
H -6.6326 2.4767 1.2469
```

=====

Entry 7:
A 2-piece molecular cluster, C6H13NO overall at a distorted geometry, computed with ωB97M-V/def2-TZVPD.

The calculation puts the LUMO energy at 0.033 Ha. The value obtained for the energy above the lowest of the compared OMol25 structures with the same formula, charge and spin is 86.7 kcal/mol. As for the gap between HOMO and LUMO: 8.60 eV. Its SMILES is C=C/C(N)=C/CC.O.

Geometry as XYZ:
```
21
C6H13NO | the Open Molecules 2025 dataset | ωB97M-V/def2-TZVPD
O 0.7924 0.8442 -1.7683
N -1.6865 0.3049 1.0935
C 1.3259 -0.8272 1.2415
C -1.0626 -0.4851 0.1797
C 2.1892 0.5039 1.2058
C 0.2624 -0.8216 0.1657
C -2.0503 0.1110 -1.9470
C -1.8990 -0.8808 -1.0225
H 1.6916 1.3699 0.8093
H 2.0630 -1.6122 0.9596
H -2.5112 0.0848 -3.0023
H 0.7405 0.8872 -0.8084
H -2.7218 0.2521 0.9245
H 2.3349 0.9060 2.2681
H 3.1553 0.3043 0.7732
H 0.9482 -0.7661 2.3120
H -1.9006 1.1137 -1.5573
H 1.4431 1.5714 -1.9623
H -1.2405 0.2204 1.9717
H 0.5322 -1.2990 -0.8661
H -2.4061 -1.7817 -0.9702
```

=====

Entry 8:
C29H34IrN3O5SSi as an isolated structure at a distorted geometry, computed with ωB97M-V/def2-TZVPD.

The calculation puts the LUMO energy at 0.002 Ha. The value obtained for the energy above the lowest of the compared OMol25 structures with the same formula, charge and spin is 0.0 kcal/mol. As for the gap between HOMO and LUMO: 8.27 eV.

Geometry as XYZ:
```
74
C29H34IrN3O5SSi | the Open Molecules 2025 dataset | ωB97M-V/def2-TZVPD
Ir -0.0151 0.8678 1.4308
S 0.3040 2.6866 2.8334
Si 0.4056 -2.0783 0.4250
O 1.8016 1.3680 0.7167
O -0.0987 3.1608 -1.2312
O -2.1618 0.5072 1.6444
O -0.1789 -0.6292 0.0469
O -4.7409 2.2200 -1.6988
N -1.2317 1.8411 0.2049
N 2.2156 2.6140 1.0134
N -3.5351 1.3938 0.0092
C -1.8842 -5.5967 0.2633
C -2.1200 -2.9299 -0.4485
C 2.2227 4.5857 2.2754
C -0.9350 -3.3655 0.1560
C -1.8847 0.5983 -2.9706
C 2.5247 -1.3729 -1.3170
C -2.3431 1.2225 0.6254
C -0.1437 -2.3206 3.2315
C -2.4099 2.7815 -1.7380
C -2.9560 5.0219 -0.6243
C -2.6906 4.2834 -1.9297
C -3.0488 -5.1451 -0.3435
C 3.5266 -3.9314 -1.6886
C -3.6657 2.1355 -1.1641
C 1.0024 -2.0631 2.2469
C 1.6090 -0.6854 2.5481
C 2.4108 -3.7252 -0.8915
C -0.8423 -4.7131 0.5073
C 3.6454 -1.5731 -2.1160
C -3.1644 -3.8091 -0.6978
C -1.1349 2.6301 -0.9037
C 2.1096 -3.1019 2.4705
C 1.8924 -2.4439 -0.6814
C 4.1502 -2.8509 -2.2989
C 3.8176 4.2712 0.5165
C 3.2873 5.0504 1.5521
C 1.6534 3.3301 1.9974
C -2.1348 2.0999 -3.0950
C 3.2550 3.0538 0.2689
H -0.5570 -3.3215 3.1000
H -3.8415 4.6316 -0.1171
H 1.7384 -4.1139 2.2920
H 3.9079 -4.9338 -1.8397
H -2.9936 2.2968 -3.7384
H 2.9675 -2.9427 1.8174
H -1.7881 -6.6372 0.5475
H -3.5435 4.3754 -2.6033
H 2.1197 -0.3761 -1.1913
H 0.8190 0.0854 2.8039
H 1.7777 5.1701 3.0677
H -0.9605 -1.6064 3.0937
H -1.6079 0.1750 -3.9355
H 0.0508 -5.0937 0.9920
H -3.8612 -5.8336 -0.5383
H -3.1279 6.0825 -0.8064
H 3.5650 2.3610 -0.4974
H 0.2143 -2.2341 4.2639
H 2.4569 -3.0668 3.5098
H 4.6448 4.6110 -0.0872
H -1.8201 4.7055 -2.4334
H 5.0197 -3.0091 -2.9248
H 4.1197 -0.7307 -2.6056
H -2.2124 -1.8833 -0.7225
H -1.2667 2.6008 -3.5253
H 2.1618 -0.6946 3.4925
H 2.2583 -0.2983 1.7611
H -2.1062 4.9404 0.0572
H 1.9320 -4.5842 -0.4347
H 3.7068 6.0227 1.7717
H -1.0773 0.3695 -2.2698
H -4.3507 0.9115 0.3604
H -4.0712 -3.4461 -1.1688
H -2.7880 0.0791 -2.6366
```

=====

Question: Which of these has the highest LUMO?
Answer: CH2N4P

=====

Question: Which value of LUMO does entry 8 give?
Answer: 0.002 Ha

=====

Please write out number 3 again, unchanged.
An isolated ion of composition CH2N4P and charge -1 at a distorted geometry, computed with ωB97M-V/def2-TZVPD.

Its net charge is -1. The calculation puts the LUMO energy at 0.165 Ha. The value obtained for the energy above the lowest of the compared OMol25 structures with the same formula, charge and spin is 29.6 kcal/mol. As for the gap between HOMO and LUMO: 8.17 eV. Its SMILES is N#C[PH2]=NN=[N-].

Geometry as XYZ:
```
8
CH2N4P | the Open Molecules 2025 dataset | ωB97M-V/def2-TZVPD
P -0.3739 -0.1790 0.3834
N 2.3475 0.0579 -0.0021
N 3.3663 -0.3980 -0.2458
N 1.3790 0.5864 0.4117
N -3.2604 -0.4249 -0.3252
C -2.1739 -0.5655 0.0512
H -0.2584 -0.1747 -0.9211
H -1.0262 1.0980 0.6479
```